{
  "formula": "C84H81F2Ge2N2P2RuS4",
  "method": "ωB97M-V/def2-TZVPD",
  "elements": ["Ru", "N", "P", "C", "C", "C", "C", "C", "C", "C", "C", "C", "C", "C", "C", "C", "C", "C", "C", "C", "N", "H", "H", "H", "H", "H", "H", "H", "H", "H", "H", "H", "H", "H", "H", "H", "C", "C", "C", "C", "C", "C", "C", "C", "C", "C", "C", "C", "C", "C", "C", "Ge", "S", "S", "Ge", "S", "S", "C", "C", "C", "C", "C", "C", "C", "C", "C", "C", "C", "C", "C", "C", "C", "C", "C", "C", "C", "C", "C", "C", "C", "C", "C", "C", "C", "C", "C", "C", "C", "C", "C", "H", "H", "H", "H", "H", "H", "H", "H", "H", "H", "H", "H", "H", "H", "H", "H", "H", "H", "H", "H", "H", "H", "H", "H", "H", "H", "H", "H", "H", "H", "H", "H", "H", "H", "H", "H", "H", "H", "H", "H", "H", "H", "H", "H", "H", "H", "H", "H", "H", "H", "F", "C", "F", "H", "C", "C", "C", "C", "C", "C", "P", "C", "C", "C", "C", "C", "C", "C", "C", "C", "C", "C", "C", "H", "H", "H", "H", "H", "H", "H", "H", "H", "H", "H", "H", "H", "H", "H"],
  "positions_angstrom": [[-0.69469, 1.29693, 1.56953], [1.45384, 0.27894, 4.13756], [0.13419, -0.24316, 3.19291], [-0.88249, -1.04897, 4.47969], [-2.26153, -0.90256, 4.42534], [-3.06625, -1.47450, 5.39104], [-2.49905, -2.20613, 6.41864], [-1.12624, -2.38251, 6.45958], [-0.31683, -1.81647, 5.49370], [0.85600, -1.74379, 2.43904], [2.19151, -1.75330, 2.05128], [2.74125, -2.90044, 1.51050], [1.96931, -4.03519, 1.33817], [0.62692, -4.01182, 1.67782], [0.06757, -2.87214, 2.22616], [2.17440, 1.40290, 3.81014], [3.46758, 1.59776, 4.30826], [4.14957, 2.73349, 3.93140], [3.53933, 3.63674, 3.07135], [2.25015, 3.36962, 2.65193], [1.57214, 2.29267, 3.02493], [1.96549, -0.41778, 4.66389], [-2.68642, -0.33486, 3.60677], [-4.13576, -1.33607, 5.35161], [-3.12530, -2.64659, 7.17949], [-0.68627, -2.96521, 7.25556], [0.75050, -1.99165, 5.52313], [2.79863, -0.86242, 2.15092], [3.77035, -2.89777, 1.19316], [2.41223, -4.92170, 0.91311], [0.01484, -4.88707, 1.52354], [-0.98111, -2.84902, 2.49247], [3.90928, 0.86694, 4.97021], [5.14987, 2.91212, 4.29720], [4.05134, 4.52346, 2.73419], [1.73291, 4.03934, 1.98152], [4.98833, -5.77536, -2.10155], [3.51514, -5.54480, -2.27894], [3.03309, -4.72360, -3.28710], [1.67731, -4.47922, -3.43582], [1.16711, -3.60489, -4.54033], [0.77854, -5.07117, -2.54601], [1.24209, -5.93143, -1.55209], [0.27786, -6.65311, -0.65660], [2.60504, -6.15024, -1.42508], [-0.67612, -4.89493, -2.74966], [-1.37262, -5.97148, -3.29997], [-2.72924, -5.89435, -3.54496], [-3.40601, -4.71673, -3.28300], [-2.72787, -3.63373, -2.73936], [-1.36426, -3.72019, -2.47483], [-0.67143, -2.14036, -1.23198], [-1.86897, -0.54664, 0.85249], [-0.81194, -0.12363, -2.44738], [1.31210, 0.23160, -1.70926], [1.33879, 1.23992, 0.27755], [1.73189, -1.96460, -1.40291], [2.50029, 1.23946, -3.00229], [3.87964, 1.19048, -2.82797], [4.70903, 1.89617, -3.69189], [4.17475, 2.64578, -4.72294], [2.80549, 2.70579, -4.88148], [1.95746, 2.01973, -4.01686], [0.50961, 2.25258, -4.21277], [-0.08853, 3.33758, -3.57415], [0.67345, 4.20345, -2.61110], [-1.41161, 3.64053, -3.87060], [-2.12533, 2.91539, -4.80893], [-3.51569, 3.31913, -5.19736], [-1.50872, 1.84126, -5.43727], [-0.19951, 1.49691, -5.15148], [0.47789, 0.35493, -5.84994], [4.49393, 0.42429, -1.72274], [4.74645, 1.05141, -0.50279], [4.43593, 2.50539, -0.30502], [5.33698, 0.31473, 0.51534], [5.71691, -1.00459, 0.32776], [6.39614, -1.77521, 1.42231], [5.50782, -1.58990, -0.91373], [4.90504, -0.89198, -1.94549], [4.71744, -1.51256, -3.29510], [-3.41510, -2.34187, -2.51575], [-3.99203, -2.00893, -1.29114], [-4.07388, -3.00500, -0.17050], [-4.54325, -0.74133, -1.12916], [-4.54834, 0.18254, -2.16139], [-5.09261, 1.56788, -1.98603], [-4.02904, -0.19728, -3.39342], [-3.46310, -1.44168, -3.58727], [-2.87154, -1.81952, -4.91235], [5.54083, -5.46698, -2.98707], [5.19337, -6.82694, -1.90231], [5.35377, -5.19697, -1.25144], [3.72769, -4.26982, -3.98044], [1.96450, -3.33463, -5.22765], [0.74362, -2.69286, -4.11852], [0.37632, -4.10701, -5.09471], [-0.63085, -6.07235, -0.51155], [0.72739, -6.86868, 0.30931], [-0.00441, -7.60204, -1.11242], [2.96748, -6.82102, -0.65686], [-0.81902, -6.87411, -3.52187], [-3.25766, -6.75246, -3.93671], [-4.46435, -4.62611, -3.48064], [5.77848, 1.86446, -3.53532], [4.82238, 3.19517, -5.39057], [2.36962, 3.31695, -5.65967], [1.74606, 4.04296, -2.68823], [0.37661, 3.99113, -1.58628], [0.46035, 5.25425, -2.80258], [-1.88444, 4.47427, -3.36933], [-3.91757, 4.04805, -4.49839], [-4.18052, 2.45828, -5.22870], [-3.50599, 3.76591, -6.19306], [-2.05821, 1.27312, -6.17494], [-0.23166, -0.20797, -6.45148], [0.93111, -0.31737, -5.12066], [1.27574, 0.72069, -6.49808], [4.58156, 3.06048, -1.22884], [5.06968, 2.92737, 0.47167], [3.39819, 2.63340, -0.00077], [5.51983, 0.79320, 1.46942], [6.44416, -1.18803, 2.33536], [7.41053, -2.03499, 1.12370], [5.86948, -2.70420, 1.63472], [5.82988, -2.60745, -1.08399], [5.27840, -2.43974, -3.37081], [5.03901, -0.83332, -4.08344], [3.66137, -1.73092, -3.45040], [-3.36498, -3.82053, -0.31096], [-5.07955, -3.42656, -0.12670], [-3.87033, -2.52455, 0.78303], [-4.96437, -0.47065, -0.17045], [-5.23612, 1.80167, -0.93476], [-6.04319, 1.67332, -2.51130], [-4.39341, 2.29183, -2.40070], [-4.03735, 0.50727, -4.21235], [-3.10570, -1.07043, -5.66373], [-3.24834, -2.78536, -5.24573], [-1.78800, -1.89514, -4.82278], [-1.15119, 3.77745, 0.16871], [-1.46243, 2.44235, 0.03765], [-2.82154, 2.43074, -0.02154], [-1.12542, 2.14938, -0.97847], [-2.15973, 1.21841, 7.41733], [-3.31706, 1.44414, 6.69454], [-3.25263, 1.92542, 5.39741], [-2.01843, 2.19331, 4.81654], [-0.85788, 1.98871, 5.55991], [-0.92794, 1.49839, 6.84987], [-1.79283, 2.88008, 3.13028], [-3.52388, 3.21971, 2.66508], [-4.09516, 4.48420, 2.69186], [-5.42475, 4.64998, 2.34146], [-6.18861, 3.56049, 1.96240], [-5.62146, 2.29713, 1.92157], [-4.29418, 2.12822, 2.26368], [-1.21768, 4.54338, 3.65279], [-0.43070, 5.30955, 2.80236], [0.04659, 6.54212, 3.21179], [-0.26896, 7.02798, 4.46832], [-1.08938, 6.28950, 5.30442], [-1.56077, 5.05455, 4.90278], [-2.21776, 0.83228, 8.42316], [-4.27825, 1.24804, 7.14659], [-4.16480, 2.09425, 4.84359], [0.09262, 2.24650, 5.11475], [-0.02295, 1.34131, 7.41826], [-3.50311, 5.33949, 2.97546], [-5.86362, 5.63700, 2.35943], [-7.22496, 3.69658, 1.68658], [-6.21559, 1.44911, 1.61018], [-3.82322, 1.15381, 2.18211], [-0.20554, 4.94167, 1.81465], [0.66992, 7.12826, 2.55277], [0.11327, 7.98447, 4.79555], [-1.36025, 6.67634, 6.27539], [-2.20319, 4.49469, 5.56528]],
  "spin_multiplicity": 6,
  "homo_ev": [-6.29, -7.67]
}